(a)
DFT (ωB97M-V with the def2-TZVPD basis set) results for the ion C5H9N2 with charge +1.

Geometry (Å):
1 N -1.6626 1.2081 0.4738
2 N 0.7681 1.0395 -1.0011
3 C 1.0854 0.0105 1.2603
4 C -1.8754 -1.0160 -0.2090
5 C 0.2341 0.0324 0.0975
6 C -2.3885 0.2228 0.3929
7 C -0.5929 -1.1043 -0.4801
8 H -0.2364 -2.0099 -0.9941
9 H 1.0725 0.8187 1.9657
10 H 0.5575 -0.8102 1.7200
11 H -3.4362 0.2906 0.4037
12 H 0.8117 1.9588 -0.3999
13 H 0.0603 1.2453 -1.8524
14 H -2.4707 -1.8910 -0.2002
15 H 2.1163 -0.2259 1.1966
16 H 1.6438 0.7887 -1.4184

Values from the calculation:
charge: +1
2S+1: 3
highest occupied orbital energy (spin up / spin down): -11.89 / -14.38 eV

Here is what Löwdin gives for the atomic charges, in e: 0.2230 0.1866 -0.0419 -0.0576 -0.2809 -0.2004 -0.0438 0.1314 0.0981 0.1058 0.1144 0.2000 0.2254 0.1126 0.0912 0.1362



(b)
DFT (ωB97M-V with the def2-TZVPD basis set) results for the ion C5H9N2 with charge +1.

Geometry (Å):
1 N 0.6121 -0.1439 1.4194
2 N -1.2591 0.0234 0.3504
3 C 1.0275 0.4663 0.1279
4 C -0.6037 -0.9788 1.1660
5 C -0.2524 0.5718 -0.6284
6 C -0.8370 0.2904 1.6869
7 C -0.1261 -0.2435 -1.9377
8 H 0.3376 -1.2822 -1.7868
9 H 0.6331 0.0630 -2.6848
10 H 1.4877 1.4200 0.4024
11 H 1.6584 -0.2356 -0.3494
12 H -0.6715 1.5801 -0.9488
13 H -1.3401 1.0391 2.5296
14 H -0.7544 -2.0343 0.9235
15 H 1.2332 -0.2938 2.1015
16 H -1.1452 -0.2419 -2.3716

Values from the calculation:
charge: +1
2S+1: 3
highest occupied orbital energy (spin up / spin down): -8.68 / -16.38 eV

Here is what Löwdin gives for the atomic charges, in e: 0.0865 0.2082 -0.0457 -0.1159 -0.2557 -0.1627 -0.0343 0.1145 0.1057 0.1593 0.1242 0.1845 0.2246 0.1736 0.1334 0.0997



Stability, lowest: (b)



(a)
DFT (ωB97M-V with the def2-TZVPD basis set) results for an isolated molecule of C8H6O4.

Geometry (Å):
1 O -2.5773 1.2712 -0.4905
2 O 1.6092 2.7051 0.5737
3 O -0.5419 2.9299 -0.0822
4 O -2.7690 -0.8540 0.4098
5 C 1.8911 0.1930 -0.3104
6 C -0.2361 -1.5346 0.1864
7 C -2.0803 0.2215 0.0510
8 C 2.1684 -1.2120 -0.1129
9 C 0.6133 0.6464 -0.1739
10 C 1.0303 -2.0051 0.0369
11 C 0.5945 2.1307 0.2080
12 C -0.5948 -0.1851 0.0700
13 H -3.8013 -0.6577 0.5894
14 H -1.1057 -2.2466 0.0292
15 H -1.2618 2.3047 -0.4762
16 H 2.6629 1.0427 -0.3862
17 H 3.2703 -1.6292 -0.2473
18 H 1.1282 -3.1210 0.1252

Values from the calculation:
charge: 0
highest occupied orbital energy: -10.04 eV
SMILES: O=C(O)c1ccccc1C(=O)O

Here is what Löwdin gives for the atomic charges, in e: 0.0439 0.0758 0.0453 0.0690 -0.0253 -0.0593 -0.3771 -0.0253 -0.0775 -0.1077 -0.4000 -0.0253 0.2244 0.1406 0.0736 0.1507 0.1495 0.1247



(b)
DFT (ωB97M-V with the def2-TZVPD basis set) results for an isolated molecule of C8H6O4.

Geometry (Å):
1 O 3.2166 -0.1369 -0.3038
2 O -3.0840 1.7767 0.1874
3 O 1.6325 -2.1830 0.3594
4 O -1.1390 -1.2229 0.8217
5 C 1.4299 1.2993 -0.8651
6 C -2.1932 0.8444 0.1247
7 C 0.1105 1.5191 -1.0497
8 C -0.2657 -0.6028 -0.0520
9 C 1.8277 0.0732 -0.5455
10 C 1.0477 -0.9957 -0.2337
11 C -0.8355 0.6207 -0.3777
12 C -2.5189 -0.4443 0.7928
13 H -3.2689 -1.0093 0.2133
14 H 2.3688 2.1987 -0.8258
15 H 0.9925 -3.0405 0.1906
16 H 3.6148 -0.8587 0.5823
17 H -2.6690 -0.4924 1.9928
18 H -0.2668 2.6543 -1.0115

Values from the calculation:
charge: 0
highest occupied orbital energy: -9.07 eV
SMILES: O=C1COc2c1ccc(O)c2O

Here is what Löwdin gives for the atomic charges, in e: -0.0638 0.0184 -0.0186 -0.0496 -0.0749 -0.3003 0.0052 -0.1787 -0.3008 -0.1506 -0.0939 0.0157 0.1370 0.2197 0.1989 0.2776 0.1916 0.1669



Stability, lowest: (b)



(a)
DFT (ωB97M-V with the def2-TZVPD basis set) results for a cluster of 2 separate species, C2H8N3O2 in total.

Geometry (Å):
1 O -0.9541 3.0940 1.5242
2 O 0.7734 1.6834 1.5388
3 N 1.2521 -2.0856 -0.6083
4 N -0.1512 -0.5052 -1.5334
5 N -0.6584 -1.4397 0.5134
6 C -0.0991 2.2381 0.9556
7 C 0.1669 -1.3076 -0.5177
8 H 0.5662 -0.2614 -2.2061
9 H -0.3192 -1.9009 1.3406
10 H -1.3996 -0.7752 0.6559
11 H -0.8745 0.1837 -1.4085
12 H 1.4389 -2.7241 0.1460
13 H -1.5002 3.5196 0.8502
14 H 2.0627 -1.7704 -1.1326
15 H -0.3040 2.0513 -0.1178

Values from the calculation:
charge: +1
highest occupied orbital energy: -14.42 eV

Here is what Löwdin gives for the atomic charges, in e: 0.1084 0.0908 0.2130 0.2115 0.2240 -0.4243 -0.4702 0.1430 0.1401 0.1329 0.1167 0.1328 0.1185 0.1444 0.1183



(b)
DFT (ωB97M-V with the def2-TZVPD basis set) results for the ion C2H8N3O2 with charge +1.

Geometry (Å):
1 O -0.5664 0.0876 -0.8191
2 O 1.3314 -0.6626 0.9655
3 N 1.0120 0.6384 0.6396
4 N 0.2376 1.0314 -0.2406
5 N 1.7325 1.4814 1.4216
6 C 0.5192 -1.7809 0.6255
7 C -1.3317 0.6263 -1.9101
8 H -0.5095 -1.6754 0.9979
9 H 1.8502 2.4004 1.0991
10 H 0.8591 -2.5794 1.3454
11 H 2.4864 1.0796 1.8914
12 H -1.5746 -0.2858 -2.4944
13 H 0.4213 -1.7491 -0.5002
14 H -0.8143 1.3929 -2.3888
15 H -2.2779 1.1358 -1.5934

Values from the calculation:
charge: +1
highest occupied orbital energy: -14.86 eV
SMILES: CO/N=[N+](/N)OC

Here is what Löwdin gives for the atomic charges, in e: -0.1401 -0.0213 -0.1467 0.1843 0.2311 -0.0205 -0.0027 0.0985 0.1284 0.1406 0.1227 0.1226 0.1180 0.0694 0.1159



(c)
DFT (ωB97M-V with the def2-TZVPD basis set) results for a cluster of 2 separate species, C2H8N3O2 in total.

Geometry (Å):
1 O -2.8084 -0.4953 0.2115
2 O 2.0854 -0.0768 1.2505
3 N -1.3393 1.5441 -0.4302
4 N -1.3609 -0.5162 0.3467
5 N 2.0722 -0.7086 -0.9177
6 C 1.8128 0.4759 0.0987
7 C -0.6775 0.4765 -0.1116
8 H 1.3656 -0.6754 -1.6256
9 H -1.1676 -1.2978 0.9089
10 H 1.7231 -1.5266 -0.5285
11 H 1.6890 0.4703 1.9380
12 H 3.0285 -0.5965 -1.0836
13 H -2.3612 1.5942 -0.3484
14 H -0.7742 2.3791 -0.4885
15 H -3.2873 -1.0469 0.7799

Values from the calculation:
charge: +1
highest occupied orbital energy: -12.69 eV

Here is what Löwdin gives for the atomic charges, in e: -0.0024 0.0258 0.1285 -0.0114 0.1915 -0.0448 -0.2403 0.1366 0.1285 0.1125 0.1306 0.1316 0.1265 0.1130 0.0736



Stability, lowest: (b)



(a)
DFT (ωB97M-V with the def2-TZVPD basis set) results for a structure of composition C6H8N2OS.

Geometry (Å):
1 S -1.8200 3.0451 0.3940
2 O 0.7032 1.0016 2.3167
3 N -0.9351 2.5677 1.7756
4 N -1.4187 1.6871 -0.4585
5 C -0.1552 -1.3096 -1.9050
6 C 1.2322 -0.7180 -1.6482
7 C -0.5967 0.9985 0.2145
8 C 0.2742 -1.0045 -0.5293
9 C 0.4304 -1.7438 0.7815
10 C -0.1415 1.4319 1.5317
11 H -0.7035 3.2542 2.4545
12 H -0.0826 -2.6241 0.7842
13 H -0.0536 -1.0465 1.4468
14 H -0.4137 -2.3410 -2.2100
15 H 2.1614 -1.1283 -1.7862
16 H 1.1165 0.3441 -1.9562
17 H -1.0116 -0.6238 -2.3692
18 H 1.4143 -1.7906 1.1629

Values from the calculation:
charge: 0
highest occupied orbital energy: -8.60 eV

Here is what Löwdin gives for the atomic charges, in e: 0.9176 0.0298 -0.2118 -0.2845 -0.1325 -0.0873 -0.1664 -0.2021 -0.0297 -0.5282 0.0917 0.0482 0.0501 0.1024 0.0715 0.1108 0.1424 0.0780



(b)
DFT (ωB97M-V with the def2-TZVPD basis set) results for a structure of composition C6H8N2OS.

Geometry (Å):
1 S -2.5587 1.0409 -0.0615
2 O -0.1066 1.7815 -0.1910
3 N 0.2540 0.6046 -0.0847
4 N -1.8451 -1.4524 -0.0690
5 C -3.2453 -1.4409 -0.0077
6 C -1.4879 -0.2394 -0.1743
7 C -3.7721 -0.2037 -0.1066
8 C 2.0952 -1.0139 0.0925
9 C 1.5642 0.3470 -0.0759
10 C 2.5233 1.5184 0.0778
11 H 1.3997 -1.8110 0.2486
12 H 3.3251 1.2699 0.6261
13 H 2.6479 -1.4587 -0.8645
14 H -3.6664 -2.3493 0.0868
15 H -4.7846 -0.0640 -0.0233
16 H 2.0797 2.4044 0.4613
17 H 2.8387 1.9858 -0.8106
18 H 2.7388 -0.9190 0.8760

Values from the calculation:
charge: 0
highest occupied orbital energy (spin up / spin down): -8.19 / -8.19 eV

Here is what Löwdin gives for the atomic charges, in e: 1.0966 -0.2204 -0.1075 0.0464 -0.2025 -0.4427 -0.3660 -0.0496 -0.2738 -0.0081 0.0644 0.0379 0.1336 0.0683 0.0396 0.0711 0.0767 0.0359



(c)
DFT (ωB97M-V with the def2-TZVPD basis set) results for a cluster of 2 separate species, C6H8N2OS in total.

Geometry (Å):
1 S 0.2137 2.2820 -0.6489
2 O 0.8076 2.7487 0.8596
3 N 1.0213 -0.1124 -1.7543
4 N 1.6069 -1.2260 -1.3500
5 C 2.0458 -1.1582 -0.0610
6 C -2.6657 0.9019 1.1965
7 C -2.1598 -1.3507 -0.1085
8 C -2.4133 -0.1222 0.6436
9 C 1.6885 0.0867 0.3823
10 C 0.9725 0.6754 -0.6787
11 H -2.7485 1.8837 1.6552
12 H -1.1264 -1.3442 -0.1670
13 H -2.6620 -2.1279 0.3796
14 H 2.5566 -2.0013 0.5827
15 H 1.6729 3.2963 0.8492
16 H 1.8913 0.4322 1.4053
17 H -2.4664 -0.9680 -1.1361
18 H 1.7648 -1.8960 -2.0496

Values from the calculation:
charge: 0
highest occupied orbital energy: -8.33 eV
SMILES: OSc1cc[nH]n1.C#CC

Here is what Löwdin gives for the atomic charges, in e: 0.9100 -0.5089 0.0169 -0.0477 -0.1124 0.0654 -0.0791 -0.2367 -0.1135 -0.6178 0.0364 0.0205 0.0618 0.1537 0.0955 0.1060 0.1185 0.1314



Stability, lowest: (b)